Formula: C8H9NO3
Source: the OMol25 dataset
Level of theory: wB97M-V/def2-TZVPD

```
21
Properties=species:S:1:pos:R:3:nbo_charge:R:1
C 0.5743 0.0872 -0.1802 0.13
H 3.2112 2.6847 -1.0195 0.22
C 1.7500 -0.0499 0.4976 -0.32
O -0.9343 1.0922 -1.7669 -0.69
N -1.5667 -1.7037 0.2645 -0.02
O -2.0889 -1.6079 -1.0093 -0.39
C -1.8299 -2.5284 -1.9165 0.63
C -2.2001 -0.8937 1.2602 -0.52
H -1.6262 -0.8188 2.2344 0.23
O -2.2853 -2.3352 -3.0089 -0.53
C 2.5994 1.8790 -0.7223 -0.22
H -1.0608 0.2359 -2.2011 0.49
C 1.3465 1.9620 -1.3260 -0.24
H -1.2276 -3.2999 -1.4483 0.13
H -2.5605 0.1256 1.0685 0.23
H -3.1926 -1.1895 1.4384 0.22
C 0.3030 1.0392 -1.1176 0.17
C 2.7712 0.8896 0.2901 -0.20
H 1.0915 2.7363 -2.0374 0.22
H 3.6076 0.7699 0.8944 0.21
H 1.7044 -0.7704 1.1922 0.22
```

Calculated values
ΔE to the lowest compared entry with this formula, charge and spin: 7.002 eV
E_LUMO (alpha / beta): -0.343 / -0.588 eV